# 1
14
Properties=species:S:1:pos:R:3:forces:R:3:mulliken_charge:R:1 method="wB97M-V/def2-TZVPD" orbital_gap_ev="7.03 / 6.19" total_charge=+1 lumo_energy_ev="-5.5 / -5.8" homo_energy_ev="-12.561 / -11.968"
C -0.35843 0.95131 0.05370 2.44 -0.20 0.05 0.756
H 1.56956 1.52736 0.18264 2.33 3.15 0.25 0.167
H 1.12634 -1.37230 0.30403 0.10 0.48 -0.32 0.249
H -2.17448 0.04659 -0.19373 -0.98 -0.42 0.16 0.383
H -2.02347 2.80813 0.35345 1.31 -0.85 -0.46 0.234
S -0.67665 2.61858 -0.02523 -1.64 1.01 0.30 -0.188
N 2.98837 -0.44909 0.08881 -1.82 0.30 -0.65 -0.181
N 0.99012 0.78054 0.10481 -3.41 -3.41 0.12 -0.157
C 1.64238 -0.42863 0.13008 1.34 -0.24 0.16 -0.021
H 3.30372 -1.38442 -0.07010 0.58 -0.75 0.36 0.290
H -0.86542 -0.55004 -1.11999 0.40 -1.37 -1.46 0.437
H -0.93834 -0.94752 0.67261 -0.25 -0.72 -0.08 0.395
C -1.16599 -0.29383 -0.15155 -0.05 2.80 1.42 -1.219
S 4.10154 0.75384 -0.07494 -0.34 0.22 0.15 -0.144

---

# 2
49
Properties=species:S:1:pos:R:3:forces:R:3:mulliken_charge:R:1 method="wB97M-V/def2-TZVPD" orbital_gap_ev=8.79 total_charge=-1 lumo_energy_ev=2.3 homo_energy_ev=-6.499
H 3.94118 0.60148 -2.47683 0.28 0.42 0.22 0.328
O -0.69285 1.14886 -2.91275 -1.97 -1.67 -0.17 -0.696
H 0.51639 -1.74700 2.78190 -0.93 0.42 -0.90 0.281
O 4.19574 -1.14344 0.34553 -4.56 6.00 1.28 -0.693
H 0.94285 1.31553 2.93012 0.53 0.40 0.51 0.315
H 1.32773 1.96784 -2.17781 2.23 1.96 0.06 0.419
H -3.67546 -2.28248 0.91439 -2.64 1.73 -0.23 0.093
H -1.32376 0.68900 -2.28260 1.00 1.10 -0.88 0.289
O -0.87800 -1.94390 -3.55646 0.26 -0.88 -0.56 -0.746
H 0.09396 -2.21878 -3.41620 -2.67 1.44 0.01 0.357
O -2.79515 2.79310 3.08721 -1.07 -0.41 0.39 -0.684
H -1.23139 0.38184 1.42209 2.49 -0.34 -0.38 -0.202
H -2.67188 -1.33316 -2.39259 -0.02 -0.93 -0.04 0.344
H -0.11235 2.57672 0.34696 -0.81 0.61 0.54 0.448
H -1.92062 -2.10343 3.27396 0.42 -1.36 1.44 0.568
N -0.01240 1.01328 2.89375 1.07 0.64 2.47 -0.382
O 3.94432 -0.11061 -3.11601 -1.13 -0.43 -0.02 -0.650
H 2.17963 2.30000 -1.08247 0.28 0.33 0.63 0.395
S -2.58749 -2.86980 1.07384 3.66 -0.48 1.26 -0.281
H 3.00148 -0.38889 -3.07323 0.78 -0.06 -0.20 0.359
H 0.10729 -1.76095 0.97608 -0.79 -0.10 1.85 0.185
H -2.82437 2.20628 2.32416 0.26 0.18 -0.12 0.352
H -0.09626 1.63924 -2.38350 0.15 0.92 1.20 0.204
H 4.42775 -1.82038 -0.15590 1.65 -4.70 -3.73 0.236
C -0.11316 0.14263 1.77246 -4.01 0.82 -1.71 0.275
H 0.69416 -0.17083 -2.32040 -0.45 0.07 -0.86 0.441
O 3.68154 -1.15652 2.91090 0.37 -0.20 1.43 -0.723
H -1.03512 -1.00734 -3.30286 1.15 -1.14 -0.58 0.353
O -0.67184 3.41200 0.34154 0.68 -0.32 -1.42 -0.739
O 2.03150 2.67280 -1.95534 -1.58 -1.80 -1.05 -0.724
O -3.18179 -0.54217 -2.54858 0.59 1.19 0.34 -0.661
C 0.92124 0.49539 0.60258 -4.23 -0.49 3.83 -0.057
H 2.93160 -0.75106 2.47874 -0.03 0.00 -0.59 0.374
O -2.98143 1.08303 -0.20475 0.51 1.13 1.90 -0.569
C -1.71510 -1.68173 2.34089 -0.78 0.93 -1.26 -0.599
O 0.93296 -1.10447 -2.26943 1.96 1.02 2.62 -0.733
H 3.20160 -0.74887 -0.05655 3.69 -1.41 2.12 0.439
H -2.00862 3.31418 3.00483 0.77 0.18 -0.39 0.317
O 0.66250 1.35735 -0.21031 -0.22 1.42 -2.04 -0.642
H -3.16291 0.67658 -1.01024 -0.98 -1.74 -2.20 0.324
H -0.21947 0.65535 3.87204 0.08 0.11 -2.00 0.240
H 1.22680 -1.05430 -1.32231 0.05 -0.79 -0.81 0.384
H -0.40805 3.63127 -0.58460 -0.54 0.49 0.93 0.298
O 1.83769 -0.26190 0.65361 4.22 -2.64 -0.89 -0.614
H 4.36895 -1.24682 2.23923 -0.61 0.17 -0.33 0.340
H -2.30540 -0.72285 2.49932 0.54 -1.03 -1.08 0.301
H -2.34517 1.73874 -0.49080 0.45 0.78 0.60 0.330
C -0.21918 -1.35492 2.00734 0.47 -1.07 -0.95 -0.441
H -4.05799 -0.75418 -2.83376 -0.55 -0.48 -0.26 0.246

---

# 3
109
Properties=species:S:1:pos:R:3:forces:R:3:mulliken_charge:R:1 method="wB97M-V/def2-TZVPD" orbital_gap_ev=3.70 total_charge=-2 lumo_energy_ev=3.5 homo_energy_ev=-0.244
C 3.61220 -3.09966 0.44438 0.06 -0.06 0.03 0.285
C -2.38391 2.96970 -1.27826 0.08 0.02 -0.07 -0.749
H -0.82100 -6.17652 1.05714 0.00 0.01 0.00 0.419
C -3.57249 5.35071 2.72120 0.02 0.03 -0.04 -1.002
S 1.12510 3.13187 -1.25527 -0.02 -0.13 -0.08 -0.654
H -4.35290 3.99586 -1.05538 -0.01 0.02 0.00 0.486
N 2.31287 -1.31968 -1.49453 0.20 -0.37 -0.02 1.076
S 2.59587 1.30755 1.22890 0.00 -0.03 0.06 -0.568
C -1.50235 1.68310 3.11039 -0.17 -0.10 -0.01 -1.262
H -0.41566 -1.95453 -7.26875 -0.01 -0.01 -0.03 0.292
H -4.44970 0.20529 1.49197 0.03 -0.04 0.01 0.488
Cd 0.09402 1.48368 0.44893 -0.02 0.20 0.39 2.471
C 0.55820 -4.80706 0.16193 0.03 0.06 0.08 -0.361
H -5.02139 1.57902 0.01333 0.02 -0.02 -0.04 0.499
C -0.35343 -2.80242 -6.57978 -0.01 0.04 0.02 -1.672
C -3.73417 3.12442 -0.93827 -0.03 -0.05 -0.05 -1.025
H 6.94954 -2.87768 1.08056 0.01 -0.02 0.00 0.392
C -1.70924 -2.48164 -4.44447 0.12 0.01 -0.07 -1.347
C 5.41933 -2.98204 2.58424 0.01 0.02 0.00 -0.471
H -5.32296 -3.27660 2.48478 -0.01 0.00 0.01 0.405
C -3.88576 -0.58316 1.00710 -0.03 -0.02 0.13 -0.357
H -2.56872 -2.90390 -4.95764 -0.02 -0.02 -0.01 0.299
C 0.98147 -4.15667 -1.00017 -0.05 0.01 0.08 1.200
C 3.38236 4.57290 -1.06845 0.02 0.03 -0.03 -1.064
C 0.42852 -1.40479 -3.11832 0.17 -0.13 -0.17 -0.243
H -1.27228 -5.51254 -3.15131 0.00 0.01 -0.01 0.422
H 4.06725 -0.66214 -0.52368 0.04 -0.03 -0.03 0.536
C -1.86248 -2.05605 -3.15397 -0.17 -0.08 0.01 -0.860
H -4.66278 7.33038 3.31167 0.01 0.01 0.00 0.258
C -1.09890 0.38195 3.07758 -0.05 0.07 -0.05 0.372
C 0.55866 -1.81579 -4.44117 0.09 -0.13 0.06 -0.048
C 5.88871 -2.96324 1.27811 0.03 0.03 0.03 -0.570
C 3.16689 -3.14223 1.76566 0.00 0.22 0.00 1.003
C -0.88672 -1.80564 4.14178 -0.01 0.01 0.01 -0.960
H 0.62722 -3.99087 -3.12095 -0.01 0.04 -0.08 0.628
C -1.16900 -5.95350 -1.05006 0.01 0.00 -0.02 -0.617
H 2.11639 -3.15987 2.00145 -0.19 0.09 0.01 -0.367
H -1.75553 -0.11903 5.09708 -0.01 0.00 -0.01 0.361
C 0.31734 -4.45342 -2.19525 0.03 -0.06 0.03 -0.521
N 1.59194 -0.81058 -2.53667 -0.05 0.20 -0.09 0.148
H 0.60107 -3.30129 -6.76241 0.00 0.00 -0.02 0.367
H -1.14857 -3.49907 -6.85164 0.01 -0.01 -0.01 0.382
H -2.01303 -6.63175 -1.06511 -0.01 -0.01 0.00 0.379
H -3.43782 -3.91601 1.05770 0.00 -0.02 0.00 0.310
C -0.80045 -1.44981 -2.39639 -0.10 0.18 -0.54 0.456
C -0.09720 -1.41077 1.92591 0.09 -0.11 0.03 -0.309
H 0.03867 -3.34199 2.86337 -0.05 0.00 -0.03 0.392
H -1.70780 3.67795 -1.72868 0.03 0.02 0.06 0.472
H -1.71101 -3.28712 -0.57100 -0.02 0.06 0.06 -0.372
O -3.44463 8.47114 0.82954 -0.01 -0.03 0.07 -0.655
C -2.98178 4.11993 2.83272 0.09 -0.05 0.02 -1.218
H -0.50323 4.55448 0.52945 -0.02 0.01 0.04 0.293
H -5.93021 -1.61454 2.47412 -0.01 0.00 0.01 0.373
N -2.98383 1.12814 -0.38937 -0.06 -0.01 -0.19 0.800
N -1.93963 1.76661 -0.95319 0.03 -0.17 0.18 -0.429
C -5.02788 -2.22666 2.52445 0.03 0.00 0.02 -1.796
C 4.55954 3.11825 0.93621 0.05 -0.03 -0.02 -0.994
H -1.03294 -2.46073 4.99562 -0.02 0.01 0.01 0.307
C 3.35466 0.50588 -2.26958 0.04 -0.07 -0.06 -1.246
C -0.49026 -2.37390 -5.14272 -0.08 -0.09 -0.01 0.857
C 4.64826 4.93818 -0.63152 0.01 -0.04 -0.01 0.571
H 5.37868 -3.03131 -0.79019 -0.02 0.07 -0.02 0.320
H 1.53394 -1.71801 -4.91193 0.00 0.02 0.01 0.340
N -0.93161 -0.90312 -1.21608 0.22 0.17 0.33 0.927
H 1.05300 -4.62380 1.10531 -0.01 0.01 -0.02 0.226
H -3.43781 3.37887 3.47198 0.01 -0.04 0.05 0.236
H 5.02362 2.54361 1.72699 -0.01 0.01 0.01 0.505
H 1.72092 0.86512 -3.76463 -0.02 0.02 0.01 0.486
C 4.99342 -3.02807 0.22420 0.01 -0.15 -0.08 -0.274
H 6.11216 -2.89803 3.41170 0.02 -0.03 0.01 0.375
C 5.32739 6.03493 -1.25254 -0.01 0.02 0.01 -0.119
H 0.34756 -1.73366 0.98591 0.04 -0.03 -0.08 0.067
C -2.95191 -0.23137 0.04033 0.01 -0.03 -0.04 -0.189
H 4.02332 1.34197 -2.34756 0.01 0.07 0.04 0.524
Si 2.50878 -3.09771 -1.04983 -0.12 0.14 -0.37 -0.539
C 4.05915 -3.08065 2.82487 0.01 0.01 0.02 -1.025
C -1.82640 3.76350 2.04833 -0.09 -0.16 -0.10 0.763
C 3.29079 2.71696 0.49293 0.06 -0.07 -0.05 0.370
C 5.24759 4.19413 0.39742 -0.02 0.02 0.00 0.546
H -1.59274 6.74492 0.36873 0.01 -0.01 -0.01 0.384
N -0.47061 -0.13580 1.94039 -0.02 0.06 -0.14 1.082
H -1.98191 2.03172 4.01974 0.03 0.07 0.02 0.267
C -3.09604 6.34445 1.84552 -0.04 -0.01 0.02 0.799
H 3.67558 -3.07278 3.83691 0.01 0.00 0.00 0.450
C -1.97326 5.99784 1.05505 0.02 0.02 -0.02 -1.004
H 3.31543 -3.59405 -2.19246 0.00 0.06 -0.01 -0.345
C -1.36633 4.78161 1.14608 0.02 0.05 -0.04 0.162
N -1.21793 2.58596 2.08386 0.13 0.00 -0.03 -0.010
C 3.38903 -0.50889 -1.34401 -0.19 0.19 0.30 -0.511
C -2.07604 -1.19668 -0.49171 -0.24 0.11 0.29 -0.644
H 2.91808 5.14867 -1.85873 0.00 0.00 0.01 0.477
C -0.50333 -5.69966 0.13853 -0.01 0.02 0.04 -0.674
C -0.75458 -5.32966 -2.21866 -0.01 -0.08 0.03 -0.579
C -4.07397 -1.89451 1.41159 -0.02 -0.01 -0.12 0.207
C -2.34525 -2.52273 -0.13428 0.09 -0.09 0.08 1.242
C -3.31416 -2.87384 0.78210 -0.04 0.03 0.05 -0.993
H -2.83254 -2.13884 -2.67487 0.10 0.01 -0.08 0.407
C 2.19289 0.28469 -2.99197 -0.08 0.09 0.20 -0.164
N 5.86557 6.90990 -1.77303 0.01 0.01 0.00 -0.619
H -4.55589 -2.04602 3.49314 -0.01 0.00 0.03 0.271
C -1.28996 -0.51773 4.20168 -0.03 -0.03 0.03 -1.222
C -0.25865 -2.30507 2.95646 0.05 -0.02 0.05 -0.447
N 7.59330 4.78226 1.30866 0.02 -0.03 -0.01 -0.628
O -4.64024 8.01869 2.63825 0.00 0.00 -0.04 -0.532
C 2.67730 3.48320 -0.54514 0.05 -0.06 -0.10 0.353
C -4.08163 1.92100 -0.38160 -0.06 0.09 0.07 -0.294
C -3.69359 7.65851 1.69543 -0.02 0.04 -0.02 0.735
C 6.54992 4.52431 0.89546 0.00 0.04 0.01 -0.062
H -4.47546 5.51313 3.30835 0.00 -0.02 0.01 0.102

---

# 4
10
Properties=species:S:1:pos:R:3:forces:R:3:mulliken_charge:R:1 method="wB97M-V/def2-TZVPD" orbital_gap_ev="7.54 / 4.97" spin_multiplicity=2 total_charge=+1 lumo_energy_ev="-4.9 / -7.2" homo_energy_ev="-12.454 / -12.212"
H -0.53809 -1.12301 1.91306 0.85 2.95 -1.14 0.221
C 0.63175 -0.58566 1.74894 -0.62 -3.19 3.52 -0.234
H 1.26944 -2.47436 2.59590 -1.40 -0.50 0.25 0.351
Lu -1.61777 1.89823 -1.22814 2.25 -1.67 0.83 0.887
O 1.45725 0.11191 0.75427 -3.15 -0.76 0.32 -0.210
C 0.70801 -2.08776 1.71276 4.83 -1.32 -3.12 -0.054
C 0.33289 0.47686 0.17171 0.09 1.84 -1.74 0.450
O 0.69469 -2.73218 0.64237 -0.96 1.69 2.76 -0.458
O 0.32559 0.58411 -1.06416 -1.69 1.13 -1.26 -0.435
H 0.85849 -0.16844 2.73844 -0.22 -0.17 -0.42 0.482

---

# 5
28
Properties=species:S:1:pos:R:3:forces:R:3:mulliken_charge:R:1 method="wB97M-V/def2-TZVPD" orbital_gap_ev=10.46 smiles=COCCOC.O.O.O.O lumo_energy_ev=0.5 homo_energy_ev=-10.001
H 3.91869 1.74876 -1.87001 0.05 0.21 0.10 0.315
O -2.40073 0.69718 0.76157 -0.13 -0.63 -0.14 -0.313
H -3.15600 -0.89999 1.97478 -0.01 0.21 -0.77 0.243
H -1.38608 2.06769 -0.29801 -0.20 -0.10 -0.11 0.291
H 0.69106 -2.39575 -1.55483 0.23 -0.27 0.00 0.312
O 3.70322 0.99804 -2.42337 0.18 -0.06 -0.17 -0.629
H -2.35162 2.80660 0.95765 -0.31 -0.04 0.34 0.364
C -2.75149 0.11085 2.02651 0.82 1.44 -0.08 -0.632
H -0.57115 1.91314 2.63956 -0.10 -0.75 0.09 0.456
H 4.06379 -3.88561 -1.01249 0.22 0.15 -0.06 0.316
H -3.46942 0.77210 2.51174 -0.15 -0.11 0.31 0.303
C -0.41312 2.03688 1.56819 -0.10 -0.46 -0.49 -0.653
H 1.67288 1.07472 2.73941 0.00 -0.13 0.41 0.360
O 3.19034 -4.27454 -0.96727 -0.24 0.15 0.00 -0.622
H -0.17967 -1.30409 -0.97000 -0.13 0.26 0.25 0.310
O 0.58799 1.12697 1.02179 -1.55 1.03 0.05 -0.292
H -1.84467 0.05581 2.62878 -0.05 -0.07 0.34 0.213
C -1.71697 1.94917 0.73376 1.07 -0.60 0.41 -0.532
H 3.34614 -5.18646 -0.72158 -0.02 -0.25 0.05 0.315
O -2.48423 -0.27137 -4.84454 0.04 0.08 -0.23 -0.636
H -2.16602 -0.81948 -4.12722 0.22 -0.17 0.23 0.319
H 2.11209 -0.07822 1.50590 -0.02 -0.10 -0.05 0.240
H -0.04255 3.06188 1.55583 0.15 0.18 -0.61 0.398
C 1.26008 0.39524 1.99375 0.85 -0.01 0.08 -0.692
O 0.01754 -1.75742 -1.78966 -0.10 0.05 -0.22 -0.632
H -3.37592 -0.03530 -4.58884 -0.21 0.07 0.04 0.312
H 0.65965 -0.39153 2.45045 -0.23 0.04 0.18 0.247
H 3.08616 0.48472 -1.90185 -0.27 -0.15 0.07 0.317

---

# 6
15
Properties=species:S:1:pos:R:3:forces:R:3:mulliken_charge:R:1 method="wB97M-V/def2-TZVPD" orbital_gap_ev=9.03 smiles="O=C1CCC/C1=[NH+]/[O-]" lumo_energy_ev=-0.1 homo_energy_ev=-9.167
N -0.07429 2.70551 -0.34706 -1.54 -0.14 0.27 0.309
O 2.27222 1.32441 -1.56596 0.96 1.39 -0.30 -0.551
H 0.84606 -0.91869 -1.78784 -0.38 0.33 0.94 0.227
C 1.19185 -0.59798 -0.75808 -1.25 -0.47 -1.49 -0.541
C 1.34728 0.89079 -0.94574 0.66 -2.22 -1.17 0.501
H -0.84106 0.99639 1.31900 -0.41 -1.19 -0.39 0.377
H -1.01399 2.81537 0.15216 1.03 1.41 -0.41 0.282
C 0.15064 -0.82200 0.35133 1.46 1.51 -1.16 -0.865
C 0.12898 1.46544 -0.48625 -0.30 -2.71 2.07 -0.069
H -1.61809 0.30557 -0.27760 0.67 -0.09 1.53 0.237
C -0.68276 0.44039 0.36445 -1.00 2.12 -2.09 -0.450
H 0.69962 -0.97510 1.22642 0.61 -0.08 1.72 0.316
H 2.09563 -1.15607 -0.75564 1.04 -0.20 0.83 0.447
O 0.67034 3.56282 -0.79301 -0.06 2.29 -0.06 -0.561
H -0.39862 -1.66937 0.16632 -1.48 -1.94 -0.28 0.342

---

The records above yield strongest force on any atom values of 4.82, 7.65, 0.58, 5.90, 1.86, 3.43 eV/A, respectively.
The records above yield ΔE to the lowest compared entry with this formula, charge and spin values of 61.77, 76.60, 24.57, 133.60, 44.63, 81.00 kcal per mole, respectively.